This record from OMol25 describes a structure of composition C28H51NSSbSiTi in a non-equilibrium geometry. The level of theory is ωB97M-V/def2-TZVPD.

Positions of all 84 atoms, in Å:
Ti -0.790 -0.606 0.492
C -0.019 -1.654 2.336
C -1.501 -1.505 2.338
C -1.719 -0.093 2.533
C -0.449 0.534 2.798
C 0.582 -0.441 2.822
C 1.972 -0.322 3.307
C -0.371 1.861 3.516
C -3.037 0.497 2.893
C -2.403 -2.713 2.716
C 0.744 -2.947 2.474
H 2.333 0.685 3.180
H 2.681 -0.995 2.813
H 2.020 -0.516 4.429
H -1.365 2.278 3.624
H 0.199 2.637 3.101
H 0.008 1.715 4.515
H -3.264 0.655 3.960
H -3.818 -0.210 2.432
H -3.296 1.507 2.384
H -2.986 -2.580 3.633
H -1.732 -3.564 2.858
H -3.111 -2.908 1.952
H 1.708 -2.828 1.948
H 0.259 -3.822 2.050
H 0.994 -3.162 3.544
C 5.974 -2.340 -1.544
Si 4.588 -1.077 -1.309
C 4.834 0.127 0.109
C 4.605 0.039 -2.916
C 2.858 -1.959 -1.261
C 2.704 -3.240 -1.844
C 1.534 -4.011 -1.610
C 0.563 -3.437 -0.808
N 0.571 -2.131 -0.473
C 1.679 -1.397 -0.797
S 1.446 0.272 -0.187
H 6.901 -1.818 -1.636
H 5.912 -2.920 -2.493
H 6.152 -3.072 -0.780
H 5.874 0.128 0.268
H 4.240 -0.225 1.014
H 4.497 1.117 -0.155
H 5.249 0.962 -2.916
H 3.575 0.455 -3.128
H 4.825 -0.590 -3.787
H 3.499 -3.725 -2.382
H 1.469 -5.001 -2.015
H -0.272 -4.016 -0.334
C -4.601 -1.810 0.136
C -3.652 -1.506 -1.045
C -3.984 -0.114 -1.584
C -2.234 -1.683 -0.650
H -5.621 -1.479 -0.103
H -4.242 -1.291 1.034
H -4.630 -2.902 0.281
H -3.924 -2.245 -1.786
H -4.992 -0.247 -1.993
H -3.285 0.262 -2.323
H -3.982 0.494 -0.653
H -1.701 -1.554 -1.606
H -2.076 -2.726 -0.267
C 1.831 3.922 -1.204
C 0.705 3.826 -0.239
Sb -0.855 2.318 -0.852
C -0.307 1.858 -2.931
C -1.202 2.515 -3.956
C -2.727 3.641 -1.015
C -3.182 3.999 0.408
H 1.441 3.865 -2.224
H 2.251 2.925 -1.192
H 2.592 4.737 -1.098
H 0.148 4.788 -0.210
H 0.959 3.581 0.817
H -0.277 0.682 -2.930
H 0.702 2.205 -2.996
H -1.500 3.585 -3.712
H -2.203 2.036 -4.020
H -0.763 2.566 -4.929
H -3.492 3.257 -1.688
H -2.232 4.471 -1.538
H -4.024 3.412 0.777
H -3.453 5.078 0.494
H -2.401 3.890 1.134

Its energy above the lowest of the compared OMol25 structures with the same formula, charge and spin is 59.1 kcal per mole. As for the HOMO energy: -10.53 eV. The net charge is +1. Its strongest force on any atom is 3.5 eV/Å. Its orbital gap is 7.186 eV.